1.
ORCA calculation (the ωB97M-V functional and the def2-TZVPD basis) on a structure of composition C52H45N10O2P3S3V at a distorted geometry.

ORCA input file:
```
! wB97M-V def2-TZVPD RIJCOSX def2/J DEFGRID3
* xyz 1 3
V -0.69161 0.50841 -0.12638
N 6.27289 3.01001 -4.09478
C 5.14119 2.34421 -3.74508
C 3.88819 2.78931 -4.19318
C 2.72979 2.16581 -3.78118
C 2.80449 1.08401 -2.92128
C 4.03399 0.60911 -2.48698
C 5.19389 1.23431 -2.88758
S 1.36709 0.21541 -2.33968
O 1.85999 -0.63209 -1.26648
O 0.65149 -0.42179 -3.40648
N 0.31659 1.18171 -1.54448
C -0.59941 1.90871 -2.19088
N -0.37161 2.44411 -3.38728
C -1.35941 3.13781 -3.92708
C -2.57661 3.33131 -3.28838
C -2.71581 2.75771 -2.03038
N -1.74441 2.04151 -1.48978
H 6.21229 3.73571 -4.78478
H 7.16859 2.58251 -3.94568
H 3.84069 3.62821 -4.87208
H 1.76049 2.51171 -4.10268
H 4.04769 -0.25609 -1.84238
H 6.15289 0.87491 -2.54368
H -1.15091 3.54841 -4.90688
H -3.37511 3.90351 -3.73348
H -3.62991 2.85481 -1.45588
N 1.94249 -0.42809 1.55262
P 0.73799 -1.27039 0.73662
C 1.49759 -2.75859 -0.01758
C 0.90979 -3.36859 -1.11998
C 1.49129 -4.48979 -1.68388
C 2.65319 -5.02039 -1.14558
C 3.23269 -4.42259 -0.04028
C 2.66089 -3.29279 0.52162
C -0.04101 -2.26189 2.09342
C -1.13911 -3.05289 1.76392
C -1.72241 -3.87519 2.71012
C -1.20511 -3.93029 3.99502
C -0.08471 -3.18429 4.31462
C 0.50439 -2.36549 3.36592
P 1.30219 0.80661 2.54632
C 1.94939 0.39391 4.22122
C 3.28639 0.08911 4.44742
C 3.70029 -0.28929 5.71012
C 2.78959 -0.35999 6.75282
C 1.46589 -0.01039 6.54262
C 1.04589 0.36491 5.27902
C 2.45939 2.18201 2.18572
C 2.49639 3.26381 3.06492
C 3.33209 4.33471 2.80702
C 4.12309 4.33621 1.66692
C 4.06759 3.27541 0.77752
C 3.23249 2.19981 1.02902
H 2.88819 -0.78649 1.63772
H 0.02789 -2.93409 -1.56948
H 1.05009 -4.93849 -2.56138
H 3.09949 -5.90019 -1.58528
H 4.13939 -4.83219 0.37992
H 3.13489 -2.82289 1.37222
H -1.51991 -3.01489 0.74932
H -2.57781 -4.47819 2.44502
H -1.66091 -4.57379 4.73142
H 0.34589 -3.24209 5.30232
H 1.40309 -1.82869 3.63122
H 3.99949 0.15681 3.63612
H 4.73759 -0.53299 5.87372
H 3.11689 -0.68109 7.72932
H 0.76149 -0.03959 7.36062
H 0.01089 0.62801 5.09682
H 1.87039 3.26291 3.94992
H 3.36439 5.17531 3.48412
H 4.77519 5.17281 1.46912
H 4.66639 3.27871 -0.12158
H 3.16089 1.37401 0.33022
N -3.35241 0.05041 3.07552
C -2.77551 -0.54939 2.02562
N -1.89821 0.27951 1.48612
C -2.01561 1.41241 2.24322
N -2.88371 1.28551 3.22302
C -1.23671 2.54291 1.83752
C -1.32081 3.81481 2.39722
N -0.59441 4.81511 1.94312
C 0.23189 4.54681 0.93992
C 0.34179 3.28441 0.37902
N -0.40341 2.26571 0.81252
H -4.06591 -0.29459 3.70202
H -2.98211 -1.55549 1.71912
H -1.99721 3.99901 3.21782
H 0.83339 5.36981 0.58552
H 1.04939 3.08991 -0.41648
S -4.57511 0.50571 -0.24228
P -3.74741 -0.78269 -1.46898
S -1.71411 -1.15449 -1.19758
C -4.36561 -2.48619 -1.26848
C -5.06201 -2.82549 -0.11808
C -5.37621 -4.15189 0.12322
C -5.00991 -5.12719 -0.79178
C -4.33991 -4.77679 -1.95528
C -4.00941 -3.45669 -2.19778
C -3.98221 -0.31399 -3.21518
C -2.93851 0.04921 -4.05468
C -3.23201 0.55161 -5.31178
C -4.54771 0.68141 -5.72478
C -5.58671 0.29651 -4.88978
C -5.30461 -0.19919 -3.63178
H -5.34731 -2.03859 0.57052
H -5.90981 -4.41839 1.02392
H -5.25121 -6.16339 -0.60268
H -4.07231 -5.53719 -2.67288
H -3.46451 -3.17769 -3.08908
H -1.90581 -0.06189 -3.74408
H -2.42521 0.84851 -5.96538
H -4.76491 1.07801 -6.70468
H -6.61271 0.39451 -5.21158
H -6.09541 -0.49259 -2.95348
*
```

## Properties
- E_tot (eV) = -159709.5812
- expectation value of S² = 2.0191
- gap between HOMO and LUMO (alpha / beta) (eV) = 7.318 / 6.985
- highest occupied orbital energy (alpha / beta) (eV) = -10.383 / -10.388
- lowest unoccupied orbital energy (alpha / beta) (eV) = -3.06 / -3.40

Atom charges from the Mulliken analysis, given in e for atoms 1 to 99: V -1.61; N -0.50; C 1.08; C -0.92; C -0.59; C -0.26; C -0.66; C -1.01; S 1.83; O -0.23; O -0.81; N 0.26; C -0.04; N -0.33; C -0.68; C -1.07; C -0.25; N 0.23; H 0.19; H 0.20; H 0.34; H 0.54; H 0.56; H 0.35; H 0.54; H 0.52; H 0.58; N 0.27; P 0.31; C 2.06; C -0.24; C -0.98; C -0.77; C -0.88; C -1.11; C 1.61; C -1.35; C -0.38; C -1.02; C -0.61; C -1.29; P 0.48; C 0.39; C -0.16; C -0.77; C -0.56; C -0.70; C -0.20; C 0.49; C -0.78; C -0.72; C -0.67; C -0.44; C -0.31; H 0.43; H 0.41; H 0.51; H 0.39; H 0.46; H 0.36; H 0.90; H 0.59; H 0.42; H 0.50; H 0.77; H 0.32; H 0.44; H 0.41; H 0.47; H 0.35; H 0.46; H 0.44; H 0.43; H 0.55; H 0.28; N 0.32; C -1.07; N 1.32; C -0.15; N -1.02; C -0.11; C -0.44; N -0.56; C -1.13; C -0.33; N 1.93; H 0.23; H 0.46; H 0.56; H 0.51; H 0.54; S -0.46; P 1.56; S -0.06; C 0.42; C -0.64; C -0.68; C -0.56; C -0.74



2.
ORCA calculation (the ωB97M-V functional and the def2-TZVPD basis) on a structure of composition C52H46BaBrN9O.

ORCA input file:
```
! wB97M-V def2-TZVPD RIJCOSX def2/J DEFGRID3
* xyz 0 1
Ba 1.37719 -0.63309 -0.38535
Br -6.24003 -2.34121 2.02051
C -4.45780 -1.76024 1.69970
C -3.49556 -1.91930 2.69463
C -2.20101 -1.50562 2.46760
C -1.81548 -0.91761 1.24157
O -0.58229 -0.55304 1.03197
C -2.81975 -0.75941 0.25533
C -2.46996 -0.15536 -1.03223
N -3.23255 -0.21525 -2.04099
C -2.83430 0.36314 -3.29208
C -3.78103 1.53832 -3.67491
C -4.23861 1.56071 -5.09250
C -3.71049 0.78620 -6.03602
C -2.68506 -0.22708 -5.75891
C -1.90525 -0.61826 -6.78606
C -0.65961 -1.36064 -6.77921
C 0.12754 -1.40363 -5.69920
N -0.37461 -0.89679 -4.49740
C -2.76238 -0.80974 -4.34724
C -4.12535 -1.19162 0.49268
H -3.76819 -2.37118 3.63962
H -1.43993 -1.63252 3.22851
H -1.50879 0.36773 -1.08646
H -4.61017 1.63378 -2.97529
H -4.97698 2.30788 -5.36190
H -4.00810 0.91614 -7.07132
H -2.18098 -0.21456 -7.75717
H -0.29130 -1.76298 -7.71279
H 1.13555 -1.80359 -5.70097
H -4.85913 -1.07002 -0.29383
C -2.08496 3.44649 -4.42800
C -0.76484 3.49581 -4.62780
C 0.14797 2.58822 -3.94881
C -0.34402 1.46298 -3.38517
N -1.71368 1.34716 -3.24369
C -2.59059 2.50680 -3.37844
N 0.49655 0.46778 -2.82801
C 0.45928 -0.69853 -3.37369
N 1.03082 -1.79302 -2.81797
C 0.15776 -2.83623 -2.75345
N 0.44851 -3.98191 -2.23126
C 1.64765 -4.20824 -1.58153
C 2.40134 -5.34232 -1.92997
C 3.52058 -5.66363 -1.20114
C 3.87854 -4.86939 -0.11250
C 3.08758 -3.77708 0.16229
N 2.01212 -3.42873 -0.54955
C -1.29245 -2.60303 -3.15048
C -2.27385 -3.42278 -2.45499
C -3.59162 -3.46862 -2.67364
C -4.36106 -2.72772 -3.65571
C -4.04562 -1.62773 -4.33890
C -1.53451 -1.58780 -3.99568
H -2.77573 4.07275 -4.97799
H -0.34917 4.19514 -5.34374
H 1.21743 2.73281 -3.98859
H -2.73325 3.02597 -2.41560
H 2.06709 -5.94415 -2.76287
H 4.10882 -6.53404 -1.46304
H 4.73428 -5.10105 0.50571
H 3.31327 -3.13909 1.01390
H -1.85611 -4.07276 -1.69824
H -4.16261 -4.16166 -2.06579
H -5.35745 -3.11841 -3.83641
H -4.80321 -1.24572 -5.01209
C 5.87079 2.28083 5.40118
C 5.49464 0.79282 5.36383
C 6.76471 -0.03702 5.54664
C 4.53081 0.47728 6.51658
C 4.79843 0.48953 4.04289
C 5.27876 -0.42944 3.11811
C 4.57721 -0.64243 1.94175
N 3.45049 -0.01459 1.62269
C 2.98279 0.88960 2.50203
C 3.62155 1.15295 3.70168
C 1.73679 1.62783 2.12581
C 0.75052 1.89302 3.06779
C -0.41209 2.54731 2.68942
C -0.50038 2.93614 1.35537
C 0.52019 2.62539 0.48065
N 1.62645 1.97625 0.84436
C -1.56422 2.82615 3.64531
C -1.31365 2.23206 5.03083
C -1.73283 4.34618 3.77921
C -2.85198 2.21131 3.07695
H 6.36906 2.51181 6.34428
H 4.99297 2.92254 5.32044
H 6.55023 2.53182 4.58492
H 7.22437 0.21359 6.50339
H 7.49747 0.16800 4.76410
H 6.55144 -1.10746 5.55226
H 5.01405 0.68894 7.47195
H 4.24069 -0.57474 6.50602
H 3.62349 1.07982 6.46033
H 6.18827 -0.98506 3.29120
H 4.94601 -1.36185 1.21794
H 3.20089 1.90266 4.35880
H 0.88101 1.53676 4.07964
H -1.37473 3.45021 0.97981
H 0.44646 2.88451 -0.57223
H -0.42665 2.65987 5.50371
H -1.19894 1.14722 4.98476
H -2.16665 2.44823 5.67522
H -0.83009 4.80750 4.18499
H -2.56309 4.56791 4.45222
H -1.94796 4.81147 2.81652
H -2.75192 1.13234 2.94782
H -3.11501 2.64117 2.10985
H -3.68078 2.40214 3.76151
*
```

## Properties
- E_tot (eV) = -140866.0093
- gap between HOMO and LUMO (eV) = 6.840
- highest occupied orbital energy (eV) = -6.958
- lowest unoccupied orbital energy (eV) = -0.12

Atom charges from the Mulliken analysis, given in e for atoms 1 to 99: Ba 2.02; Br -0.24; C -0.40; C -0.47; C -0.73; C -0.68; O -0.34; C -0.11; C 0.17; N -0.26; C 0.08; C 0.38; C -1.46; C -0.89; C -0.71; C -0.63; C -1.16; C -0.53; N 0.90; C 3.19; C -0.11; H 0.43; H 0.42; H 0.53; H 0.55; H 0.43; H 0.43; H 0.39; H 0.42; H 0.46; H 0.61; C -1.34; C -0.42; C -1.04; C 0.21; N 0.77; C 0.01; N -0.60; C 0.24; N -0.93; C 0.35; N -0.65; C 0.21; C -0.79; C -0.33; C -0.84; C -0.57; N 0.13; C 2.06; C -1.05; C -0.74; C -0.81; C -1.28; C -0.55; H 0.41; H 0.38; H 0.51; H 0.35; H 0.46; H 0.39; H 0.42; H 0.75; H 0.42; H 0.40; H 0.32; H 0.36; C -1.63; C 2.04; C -2.16; C -1.58; C 0.33; C -0.62; C -1.04; N -0.02; C -1.22; C 0.22; C 0.44; C -0.55; C 0.30; C -0.51; C -0.77; N -0.73; C 2.21; C -2.09; C -1.83; C -1.55; H 0.45; H 0.32; H 0.37; H 0.43; H 0.42; H 0.42; H 0.45; H 0.38; H 0.32; H 0.53; H 0.65; H 0.80; H 0.87



Calculated relative energy (zero: lowest compared OMol25 entry of this formula, charge and spin), 0.0, 528.6 kJ/mol (same order as the records).